This record from OMol25 describes a cluster of 12 separate species, C44H55N11O4S in total in a non-equilibrium geometry. The level of theory is ωB97M-V/def2-TZVPD.

Energy relative to the best compared isomer or geometry (same formula, charge and spin) in kcal/mol: 36.7
Net charge: -2
Highest occupied orbital energy in eV: -3.1

Last column: Mulliken charge in e.
CARTESIAN COORDINATES (ANGSTROEM)
S  2.683  -71.245  -41.758  -0.0882
O  2.494  -70.005  -40.954  -1.2184
O  4.077  -71.414  -42.057  0.1399
O  2.204  -72.482  -41.020  -0.1073
O  2.017  -71.059  -43.036  0.0438
N  1.819  -70.174  -46.034  0.4101
C  2.293  -68.821  -46.180  -0.3307
C  1.864  -68.439  -47.589  -0.8106
C  1.316  -69.722  -48.282  -0.9022
C  1.405  -70.732  -47.243  -0.2205
H  2.032  -70.633  -45.004  -0.0807
H  2.535  -68.411  -45.291  0.5164
H  1.799  -67.409  -47.999  0.3357
H  1.057  -69.816  -49.181  0.7769
H  1.027  -71.787  -47.284  0.1828
N  0.057  -68.773  -41.344  0.9527
C  -0.278  -68.568  -42.693  -0.3172
C  -1.467  -67.600  -42.704  -0.8995
C  -1.599  -67.134  -41.263  -0.7139
C  -0.597  -67.982  -40.479  -0.8943
H  0.979  -69.270  -40.959  -0.1138
H  0.281  -69.191  -43.398  0.7265
H  -1.943  -67.348  -43.733  0.2848
H  -2.346  -66.203  -41.077  0.1501
H  -0.543  -68.008  -39.503  0.9415
N  3.323  -67.704  -41.768  0.7364
C  4.523  -67.710  -42.331  -0.1823
C  4.909  -66.336  -42.650  -0.9362
C  3.674  -65.432  -42.357  -0.5833
C  2.631  -66.403  -41.784  -0.5336
H  2.942  -68.617  -41.349  0.0806
H  5.120  -68.637  -42.326  0.5035
H  5.898  -66.011  -43.213  0.2011
H  3.525  -64.358  -42.540  0.3710
H  1.667  -66.298  -41.335  0.3232
N  6.197  -70.882  -40.300  1.3659
C  7.250  -71.557  -40.227  -0.3817
C  8.064  -70.829  -39.078  -0.7608
C  7.254  -69.590  -38.818  -0.8710
C  6.073  -69.613  -39.694  -0.0718
H  5.499  -71.111  -41.010  -0.4283
H  7.329  -72.433  -40.821  0.5023
H  9.036  -71.233  -38.593  0.2772
H  7.786  -68.805  -38.229  0.2910
H  5.258  -68.872  -40.028  0.1890
N  5.376  -73.958  -43.416  0.5271
C  5.938  -74.239  -44.678  -0.2354
C  6.444  -75.681  -44.586  -0.4014
C  6.244  -76.135  -43.273  -1.1307
C  5.583  -75.008  -42.488  -0.3706
H  4.879  -73.002  -43.176  -0.1770
H  5.860  -73.580  -45.672  0.1678
H  7.012  -76.101  -45.506  0.2599
H  6.489  -77.093  -42.984  0.4867
H  5.248  -74.797  -41.372  0.5449
N  1.737  -75.108  -42.532  0.3267
C  2.558  -76.283  -42.152  -0.0804
C  1.874  -77.452  -42.791  -0.6451
C  0.484  -76.977  -43.275  -0.9334
C  0.489  -75.519  -43.023  -0.2990
H  2.038  -74.161  -42.175  0.0356
H  3.466  -76.132  -41.420  0.1701
H  2.210  -78.520  -42.892  0.3210
H  -0.238  -77.690  -43.879  0.2197
H  -0.206  -74.762  -43.110  0.6610
N  -0.323  -72.374  -39.570  0.4617
C  -0.200  -71.735  -38.286  -0.6362
C  -1.572  -71.632  -37.806  -1.2227
C  -2.452  -72.316  -38.706  -0.5165
C  -1.573  -72.921  -39.891  -0.3564
H  0.368  -72.652  -39.995  0.2031
H  0.747  -71.436  -38.208  0.9205
H  -1.844  -71.186  -36.908  0.5052
H  -3.571  -72.503  -38.689  0.3220
H  -1.800  -73.391  -40.895  0.3212
N  3.061  -73.711  -38.890  0.6772
C  4.220  -73.460  -38.207  -0.1308
C  4.266  -74.450  -37.043  -1.0830
C  3.202  -75.404  -37.359  -0.6521
C  2.360  -74.861  -38.434  -0.2444
H  2.776  -73.220  -39.717  0.0325
H  4.963  -72.683  -38.706  0.3334
H  5.007  -74.451  -36.337  0.5216
H  2.915  -76.273  -36.636  0.2411
H  1.279  -75.081  -38.814  0.2822
N  2.713  -69.219  -38.512  0.6078
C  3.163  -69.927  -37.413  -0.2220
C  3.157  -68.905  -36.287  -1.0514
C  2.453  -67.759  -36.748  -0.5990
C  2.235  -68.008  -38.208  -0.3067
H  2.699  -69.796  -39.557  0.1504
H  3.353  -70.984  -37.426  0.4676
H  3.199  -69.195  -35.104  0.1693
H  2.056  -66.856  -36.330  0.4218
H  1.560  -67.385  -38.890  0.2463
N  5.613  -70.946  -44.743  0.7117
C  5.090  -71.155  -45.988  -0.4982
C  6.110  -70.583  -46.939  -0.6842
C  7.340  -70.228  -46.126  -0.7342
C  6.903  -70.472  -44.639  -0.1474
H  4.833  -71.276  -44.065  -0.2906
H  4.023  -71.347  -46.321  0.2901
H  6.024  -70.584  -47.952  0.5389
H  8.337  -70.007  -46.725  0.2214
H  7.439  -70.152  -43.600  0.2376
N  0.022  -72.497  -44.595  0.7329
C  -1.165  -72.169  -43.891  -0.4910
C  -2.319  -72.870  -44.364  -0.9026
C  -1.924  -73.757  -45.557  -0.7271
C  -0.410  -73.526  -45.669  -0.3632
H  0.944  -71.850  -44.405  -0.0009
H  -0.702  -71.647  -43.104  0.6789
H  -3.387  -72.799  -43.988  0.2975
H  -2.420  -74.307  -46.299  0.5296
H  0.355  -73.981  -46.361  0.4334

This record from OMol25 describes an isolated molecule of C4H7NO in a non-equilibrium geometry. The level of theory is ωB97M-V/def2-TZVPD.

Structure (SMILES): [O-]/C=C/[NH+]1CC1
Energy relative to the best compared isomer or geometry (same formula, charge and spin) in kcal/mol: 99.4
Highest occupied orbital energy in eV: -7.1

Last column: natural (NBO) charge in e.
CARTESIAN COORDINATES (ANGSTROEM)
O  1.624  2.247  -1.599  -0.6742
C  0.938  1.281  -1.260  0.2912
C  1.096  0.496  -0.125  -0.4618
N  0.189  -0.628  0.058  -0.3728
C  -1.289  -0.453  0.057  -0.2226
C  -0.588  -0.786  1.312  -0.2240
H  0.062  0.961  -1.905  0.0588
H  1.802  0.607  0.680  0.2047
H  0.727  -1.338  -0.427  0.4556
H  -1.903  -1.210  -0.424  0.2278
H  -1.575  0.581  -0.115  0.2501
H  -0.386  0.021  2.012  0.2415
H  -0.695  -1.780  1.738  0.2258